A 4-piece molecular cluster, CH11N2O3 overall. Source: OMol25; level of theory: the ωB97M-V functional and the def2-TZVPD basis.

Summary:
Total energy (Eh): -379.719026
Gap between HOMO and LUMO (eV): 12.16
ΔE to the lowest compared entry with this formula, charge and spin (eV): 0.6606
HOMO (eV): -15.180

Structure (ORCA input):
```
! wB97M-V def2-TZVPD RIJCOSX def2/J DEFGRID3
* xyz 1 1
N -0.774 1.531 -1.108
C 0.411 1.241 -1.560
N 1.304 0.497 -0.964
H -1.191 1.044 -0.299
H -1.434 1.966 -1.734
H 0.665 1.628 -2.539
H 2.113 0.129 -1.440
H 1.342 0.321 0.046
H -2.309 0.298 1.671
H -3.252 1.315 1.066
O -2.315 1.097 1.131
H 2.445 -0.666 2.287
H 1.601 -1.465 1.365
O 1.638 -0.576 1.761
H -0.456 -2.265 0.510
H 0.063 -3.520 -0.009
O 0.150 -2.573 -0.183
*
```

A 4-piece molecular cluster, CH11NO3 overall. Source: OMol25; level of theory: the ωB97M-V functional and the def2-TZVPD basis.

Summary:
Structure (SMILES): CN.O.O.O
Total energy (Eh): -325.153194
Gap between HOMO and LUMO (eV): 10.86
ΔE to the lowest compared entry with this formula, charge and spin (eV): 0.7295
HOMO (eV): -10.179

Structure (ORCA input):
```
! wB97M-V def2-TZVPD RIJCOSX def2/J DEFGRID3
* xyz 0 1
C -0.022 1.772 0.376
N 0.850 1.731 -0.808
H 0.508 2.202 1.227
H -0.518 0.828 0.517
H -0.760 2.584 0.296
H 0.277 1.810 -1.649
H 1.364 2.605 -0.914
H 0.741 -1.686 0.821
H 0.077 -2.669 1.771
O 0.306 -1.737 1.685
H -1.707 -1.149 0.486
H -2.471 -2.102 -0.424
O -2.593 -1.331 0.151
H 0.921 -0.396 -0.860
H 1.883 -1.133 -1.633
O 1.144 -1.327 -1.041
*
```

A 5-piece molecular cluster, CH11O4S overall. Source: OMol25; level of theory: the ωB97M-V functional and the def2-TZVPD basis.

Summary:
Total energy (Eh): -743.891027
Gap between HOMO and LUMO (eV): 7.06
ΔE to the lowest compared entry with this formula, charge and spin (eV): 0.6160
HOMO (eV): -3.565

Structure (ORCA input):
```
! wB97M-V def2-TZVPD RIJCOSX def2/J DEFGRID3
* xyz -1 1
C -1.573 0.863 0.813
S -0.130 -0.111 0.352
H -1.634 1.936 0.577
H -1.550 0.919 1.914
H -2.545 0.442 0.532
H 1.316 3.031 0.580
H 0.882 1.675 0.123
O 0.975 2.635 -0.212
H 2.051 -1.598 3.952
H 1.479 -0.321 4.471
O 2.140 -0.988 4.712
H 0.052 -2.581 -2.320
H -0.362 -1.763 -3.482
O -0.198 -2.686 -3.241
H -0.695 0.834 -3.274
H -0.758 0.272 -1.842
O -1.234 0.288 -2.699
*
```